Entry 1:
{"formula": "C8H14", "method": "ωB97M-V with the def2-TZVPD basis set", "homo_lumo_gap_ev": [5.741, 4.806], "total_charge": -1, "lumo_energy_ev": [4.10, 3.81], "e_tot_ev": -8517.9901, "s_squared": 0.768, "spin_multiplicity": 2, "relative_energy_kj_mol": 293.13, "elements": ["C", "C", "C", "C", "C", "C", "C", "C", "H", "H", "H", "H", "H", "H", "H", "H", "H", "H", "H", "H", "H", "H"], "positions_angstrom": [[2.63467, -0.22862, 1.24808], [1.08660, -0.67019, 0.92117], [0.76461, -0.92560, -0.48610], [-0.21126, -0.01972, -1.18099], [-1.20092, 0.43040, -0.12268], [-2.05208, -0.48894, 0.39291], [-3.31464, -0.16291, 0.95360], [0.38632, 1.22036, -1.92838], [2.80033, 0.40736, 0.40020], [3.29566, -1.06934, 1.03127], [2.97879, 0.29260, 2.15493], [0.66556, 0.29339, 0.79346], [0.66234, -1.13457, 1.83228], [-0.90081, -0.47828, -1.89395], [0.92209, -1.75765, -1.10721], [-1.00185, 1.35210, 0.41761], [-1.81319, -1.50668, 0.05233], [-3.99649, -0.89279, 1.42809], [-3.28339, 0.78824, 1.50361], [1.05646, 0.84749, -2.71677], [-0.43797, 1.79565, -2.39547], [0.95917, 1.90768, -1.29800]], "forces_ev_per_a": [[-0.723, -1.362, -1.517], [2.247, 1.624, 1.141], [-0.528, -0.371, -1.322], [-0.192, 2.065, 1.189], [1.707, 0.807, -0.374], [-3.068, -0.572, -0.344], [1.201, -0.616, 1.413], [-0.332, -0.629, -0.341], [0.451, 0.746, -0.330], [0.206, -0.211, 0.399], [-0.799, -0.334, 0.065], [-0.683, 1.286, 1.745], [-0.216, -0.331, -0.740], [0.649, -0.738, -0.344], [0.800, -1.780, -0.057], [-0.452, 0.393, -0.299], [-0.580, 0.037, 0.084], [0.568, 0.080, -0.383], [-0.435, 0.069, -0.419], [-0.051, 0.231, 0.069], [0.303, -0.174, 0.166], [-0.072, -0.219, 0.200]]}

---

Entry 2:
{"formula": "C2Br5O2S", "method": "ωB97M-V with the def2-TZVPD basis set", "homo_lumo_gap_ev": 7.551, "total_charge": -1, "lumo_energy_ev": 2.70, "e_tot_ev": -367217.2638, "spin_multiplicity": 1, "relative_energy_kj_mol": 0.00, "elements": ["C", "C", "O", "O", "S", "Br", "Br", "Br", "Br", "Br"], "positions_angstrom": [[-0.14425, -0.38606, 0.37140], [-0.98111, 0.49594, -0.51953], [2.17866, 0.52121, 1.46453], [2.48907, -0.35742, -0.89340], [1.99249, -0.58746, 0.49612], [-0.92207, -0.13673, 2.15287], [-0.49845, -2.32272, -0.18809], [-2.92233, 0.22842, -0.40864], [-0.73897, 2.34186, -0.07103], [-0.45304, 0.20295, -2.40424]], "forces_ev_per_a": [[-1.073, -1.302, -0.057], [0.214, -0.256, -0.941], [0.409, -0.825, -1.057], [-0.707, 0.012, 1.784], [0.509, 1.474, -0.351], [0.672, -0.371, 0.200], [-0.053, 0.722, 0.365], [-0.425, -0.281, -0.321], [0.546, 0.549, -0.031], [-0.091, 0.278, 0.409]]}

---

Entry 3:
{"formula": "C6H19N5O2Ru", "method": "ωB97M-V with the def2-TZVPD basis set", "homo_lumo_gap_ev": [6.537, 7.059], "total_charge": 3, "lumo_energy_ev": [-14.54, -14.00], "e_tot_ev": -20626.0780, "s_squared": 0.763, "spin_multiplicity": 2, "relative_energy_kj_mol": 91.20, "elements": ["Ru", "N", "C", "C", "N", "C", "C", "N", "H", "H", "H", "H", "H", "H", "H", "H", "H", "H", "H", "H", "H", "C", "O", "C", "O", "N", "N", "H", "H", "H", "H", "H", "H"], "positions_angstrom": [[0.12082, -0.07527, 0.03622], [0.09449, 0.70561, -2.17840], [-0.90349, 1.76869, -2.15484], [-0.46710, 2.89149, -1.19895], [-0.26464, 2.38946, 0.15637], [-1.32045, 2.64445, 1.13114], [-2.19027, 1.39657, 1.35686], [-1.36948, 0.28185, 1.81580], [1.03339, 1.08130, -2.36514], [-0.11606, 0.03278, -2.92064], [-1.86457, 1.32895, -1.84335], [-1.06189, 2.19908, -3.15568], [-1.25004, 3.65748, -1.22045], [0.45111, 3.35234, -1.57774], [0.65918, 2.64784, 0.52215], [-1.98552, 3.44483, 0.78851], [-0.89084, 2.96344, 2.08653], [-2.69711, 1.08862, 0.42828], [-2.98092, 1.64395, 2.08197], [-1.96000, -0.50083, 2.10996], [-0.79557, 0.55159, 2.62534], [3.78049, -3.26662, 1.03901], [2.49994, -3.57839, 0.53661], [1.59817, -2.66100, 0.30342], [1.77106, -1.44687, 0.49567], [0.44402, -3.18683, -0.17536], [-0.66876, -2.38122, -0.49775], [4.31040, -4.21834, 1.13227], [3.71606, -2.75866, 2.01393], [4.32060, -2.58372, 0.36473], [0.38572, -4.19942, -0.30423], [-1.48214, -2.68841, 0.05532], [-0.91657, -2.52475, -1.48755]], "forces_ev_per_a": [[-0.516, -0.645, -0.257], [1.046, -1.243, 1.308], [-0.831, 1.169, 0.156], [-0.361, -0.165, -1.360], [1.495, -2.128, 0.323], [-1.137, -0.388, 0.753], [-0.616, 1.229, -0.428], [1.723, -1.043, -0.539], [-0.243, -0.146, -0.109], [0.152, 0.020, 0.204], [0.220, 0.203, -0.074], [0.092, -0.237, 0.140], [0.208, -0.018, 0.135], [-0.059, -0.042, 0.167], [-0.445, 0.368, -0.124], [0.249, -0.008, 0.029], [0.064, -0.007, -0.171], [0.107, 0.171, 0.233], [0.177, -0.212, -0.091], [0.243, 0.045, -0.051], [-0.245, -0.147, -0.100], [2.090, 1.022, 0.874], [-2.551, 0.806, -0.850], [0.156, -3.203, -0.282], [-1.741, 3.418, -0.276], [0.299, -0.267, 0.081], [0.534, 1.291, 0.334], [-0.215, 0.286, -0.048], [-0.146, -0.402, -0.253], [-0.247, -0.432, 0.021], [-0.025, 0.283, 0.021], [0.337, 0.232, -0.083], [0.188, 0.189, 0.319]]}

---

Entry 4:
{"formula": "C12H22ClF9NO7PSSi2", "method": "ωB97M-V with the def2-TZVPD basis set", "homo_lumo_gap_ev": 9.099, "lumo_energy_ev": -0.09, "e_tot_ev": -101482.4529, "spin_multiplicity": 1, "elements": ["C", "O", "C", "C", "C", "Si", "O", "N", "O", "O", "Si", "O", "Cl", "C", "C", "C", "F", "F", "C", "F", "F", "C", "F", "F", "C", "F", "F", "F", "P", "O", "H", "H", "H", "H", "H", "H", "H", "H", "H", "H", "H", "H", "H", "H", "H", "H", "C", "S", "O", "C", "H", "H", "H", "H", "H", "H"], "positions_angstrom": [[2.56533, -2.37224, 0.85514], [1.16738, -2.80506, 0.82375], [0.54196, -2.00719, -0.22632], [-0.95532, -1.71924, 0.24791], [-2.06156, -2.66183, -0.49061], [-3.65201, -1.56483, -0.56848], [-4.99557, -2.70895, -0.64912], [-4.48070, -3.76919, -1.37941], [-5.27804, -4.17346, -2.15016], [-3.66773, -0.66625, 0.91255], [-4.69202, 0.71144, 0.88643], [-5.84270, 0.72688, -0.38488], [-5.83289, 0.62667, 2.70856], [-3.61077, 2.27048, 1.02898], [-2.56620, 2.45509, -0.19699], [-1.26354, 3.27395, 0.26661], [-1.69185, 4.41768, 0.98312], [-0.47692, 2.52437, 1.18365], [-0.37122, 3.78905, -0.94472], [-1.16398, 4.57060, -1.81876], [0.59040, 4.67164, -0.39332], [0.33278, 2.64352, -1.80779], [0.14958, 1.34870, -1.31711], [-0.18304, 2.76156, -3.12191], [1.92358, 2.84287, -1.97121], [2.59055, 2.62737, -0.75950], [2.37013, 1.81273, -2.82674], [2.26823, 4.03170, -2.58868], [-3.44465, -0.36401, -2.41520], [-3.30955, -1.40581, -3.57168], [2.92483, -2.31382, -0.22250], [3.12173, -3.12161, 1.48200], [2.57527, -1.32128, 1.29952], [0.53662, -2.58616, -1.20265], [1.11290, -1.01319, -0.30357], [-1.04608, -1.77969, 1.38467], [-1.17356, -0.61532, -0.00585], [-2.20991, -3.59436, 0.13747], [-1.65772, -2.85235, -1.53202], [-6.50092, 1.44016, -0.22609], [-4.18983, 3.23008, 1.25010], [-2.94206, 2.11132, 1.95235], [-3.11268, 2.95153, -1.05514], [-2.18998, 1.40586, -0.42790], [-4.63648, 0.39479, -2.73085], [-2.26385, 0.44681, -2.47135], [7.30776, -2.65697, 2.37536], [5.83126, -1.71676, 2.81635], [4.72428, -2.17167, 1.91706], [6.42424, -0.13243, 2.18486], [7.14553, -3.70030, 2.64711], [7.48760, -2.58575, 1.30134], [8.16549, -2.26903, 2.92723], [6.65883, -0.21993, 1.12271], [7.31050, 0.17304, 2.74301], [5.63656, 0.60878, 2.32262]], "forces_ev_per_a": [[-1.103, -0.414, -0.035], [0.569, 1.386, -1.624], [-0.967, -0.039, 1.395], [-0.147, 0.490, -0.633], [0.937, 1.489, 0.753], [0.997, -2.600, 2.896], [0.992, 2.691, 0.303], [-1.087, -1.475, -1.823], [0.893, 0.199, 1.026], [-2.269, 1.111, -2.614], [-0.521, -0.354, 1.390], [1.267, 0.466, 1.534], [0.804, 0.100, -1.315], [1.465, 0.700, 0.347], [-0.001, -0.416, 1.241], [-1.372, 0.158, 0.932], [0.885, -1.706, -1.284], [-1.299, 1.311, -1.981], [-0.083, 1.695, 0.553], [1.373, -1.586, 1.885], [-1.479, -1.855, -1.234], [0.661, 0.151, -1.531], [-0.060, 2.427, -0.883], [0.868, -0.822, 2.563], [1.533, -1.415, -0.745], [-1.490, 1.050, -2.488], [-0.976, 2.053, 1.651], [-0.776, -2.234, 1.777], [-0.415, -1.850, -4.876], [-0.136, 1.496, 2.591], [0.048, -0.223, 1.386], [-0.915, 1.050, -1.011], [0.272, -1.410, -0.449], [0.193, 0.819, 0.955], [-0.868, -1.383, -0.157], [0.269, -0.049, -1.610], [0.292, -1.436, 0.293], [0.073, 0.999, -1.131], [-0.754, -0.193, 1.200], [0.465, -0.736, -0.222], [0.666, -1.355, -0.483], [-1.150, 0.022, -1.112], [1.089, -0.589, 0.790], [-0.380, 1.466, -0.128], [0.929, 0.260, 0.753], [-0.672, 0.215, 0.629], [0.065, -0.042, -0.081], [0.038, -0.026, -0.118], [1.611, 0.451, 0.636], [-0.003, 0.040, -0.096], [-0.086, 0.107, 0.023], [-0.086, 0.039, 0.034], [-0.070, 0.009, 0.019], [-0.041, -0.075, 0.041], [-0.048, -0.046, 0.025], [0.001, -0.124, 0.040]]}